# 1
44
Properties=species:S:1:pos:R:3 method="wB97M-V/def2-TZVPD" homo_ha="-0.315 / -0.314" e_above_lowest_kcal_mol=14.1 orbital_gap_ha="0.304 / 0.193" energy_ha=-4478.7365 fmax_ha_per_bohr=0.0105 s_squared=0.760 multiplicity=2
Sn -1.260 -0.436 -1.363
C -0.162 3.625 -0.090
C -0.794 2.729 -0.946
N -0.437 1.484 -0.641
N 0.414 1.544 0.413
C 0.589 2.832 0.752
B 1.025 0.315 1.158
N -0.153 -0.539 1.724
C -0.303 -1.228 2.867
C -1.513 -1.892 2.831
C -2.055 -1.557 1.591
N -1.224 -0.754 0.934
N 1.819 -0.555 0.176
C 2.955 -1.257 0.329
C 3.148 -2.011 -0.810
C 2.048 -1.706 -1.618
N 1.255 -0.827 -1.020
N 1.881 0.829 2.293
C 1.500 1.212 3.538
C 2.554 1.865 4.122
C 3.557 1.846 3.134
N 3.149 1.236 2.039
H -0.235 4.697 -0.090
H -1.468 2.898 -1.769
H 1.252 3.093 1.559
H 0.464 -1.215 3.623
H -1.939 -2.517 3.594
H -2.990 -1.846 1.139
H 3.553 -1.146 1.216
H 3.970 -2.668 -1.029
H 1.797 -2.072 -2.601
H 0.501 1.037 3.902
H 2.592 2.292 5.109
H 4.556 2.250 3.177
I -1.537 -4.723 -4.421
C -2.106 -3.120 -5.622
I -3.357 -1.907 -4.255
H -2.737 -3.436 -6.441
H -1.251 -2.535 -5.932
O -4.562 -0.239 -3.532
Se -3.831 0.912 -2.494
O -4.835 2.153 -2.451
O -3.520 0.163 -1.039
O -2.310 1.174 -3.056

---

# 2
37
Properties=species:S:1:pos:R:3 method="wB97M-V/def2-TZVPD" homo_ha="-0.442 / -0.442" charge=+1 orbital_gap_ha="0.246 / 0.235" energy_ha=-1070.7183 fmax_ha_per_bohr=0.0600 s_squared=0.911 multiplicity=2
Ir 0.354 -0.300 0.036
C -1.766 -1.713 -3.609
C -0.683 -1.107 -2.983
N -0.911 -1.049 -1.679
N -2.116 -1.592 -1.422
C -2.643 -2.010 -2.586
B -2.604 -1.594 0.049
N -1.592 -2.433 0.876
C -1.797 -3.631 1.449
C -0.635 -4.018 2.091
C 0.265 -2.986 1.852
N -0.326 -2.048 1.117
N -2.607 -0.116 0.541
C -3.673 0.614 0.905
C -3.252 1.891 1.219
C -1.877 1.868 1.021
N -1.512 0.659 0.614
N -3.985 -2.168 0.308
C -5.034 -2.571 -0.447
C -6.002 -3.086 0.388
C -5.471 -2.928 1.677
N -4.293 -2.362 1.602
H -1.886 -1.909 -4.654
H 0.229 -0.723 -3.398
H -3.580 -2.519 -2.654
H -2.730 -4.154 1.389
H -0.464 -4.917 2.644
H 1.280 -2.876 2.182
H -4.660 0.203 0.934
H -3.845 2.721 1.537
H -1.154 2.647 1.164
H -5.082 -2.457 -1.507
H -6.954 -3.496 0.122
H -5.915 -3.168 2.620
C 2.212 0.527 -0.488
H 2.287 1.539 -0.866
H 3.148 -0.011 -0.415

---

# 3
47
Properties=species:S:1:pos:R:3 method="wB97M-V/def2-TZVPD" homo_ha=-0.317 orbital_gap_ha=0.219 energy_ha=-33293.5733 fmax_ha_per_bohr=0.1788
C 2.811 2.160 1.535
C 1.629 0.997 1.320
I 0.310 0.892 3.084
C 0.839 1.373 -0.075
I 2.000 0.822 -1.900
C -0.724 0.884 -0.135
C -1.234 -0.501 0.048
P -0.044 -1.944 0.428
S 0.825 -2.696 -1.190
C -2.868 -0.844 -0.029
O -3.343 -2.024 -0.457
C -3.853 0.386 0.519
C -3.354 1.797 0.275
P -4.498 3.245 0.843
O -5.029 4.091 -0.422
C -1.886 2.045 -0.450
O -1.650 3.107 -1.267
H 2.943 2.824 0.557
H 3.854 1.595 1.670
H 2.656 2.787 2.511
H 2.243 -0.010 1.141
H 0.810 2.567 -0.112
H 0.901 -1.689 1.499
H -0.889 -3.043 0.919
H -4.875 0.145 1.052
H -5.676 2.665 1.471
H -3.873 4.097 1.845
C 5.194 2.258 -4.722
Br 7.118 2.414 -4.963
Br 4.214 2.986 -6.235
Br 4.661 0.430 -4.325
H 4.931 2.864 -3.848
C -1.610 -6.716 0.815
Br -0.389 -6.180 2.232
Br -2.935 -7.993 1.447
Br -2.437 -5.181 -0.047
H -1.011 -7.227 0.054
C -2.018 2.243 6.993
Br -2.435 1.300 5.344
Br -2.939 1.471 8.522
Br -0.099 2.367 7.290
H -2.390 3.267 6.879
C 2.888 -2.703 -6.030
Br 1.369 -2.508 -7.229
Br 2.327 -2.900 -4.178
Br 4.069 -4.145 -6.586
H 3.465 -1.775 -6.092

---

# 4
38
Properties=species:S:1:pos:R:3 method="wB97M-V/def2-TZVPD" homo_ha=-0.534 charge=+2 orbital_gap_ha=0.076 energy_ha=-4179.4842 fmax_ha_per_bohr=0.0469
C -1.697 0.848 0.790
N -2.751 -0.023 0.251
C -3.970 0.723 -0.102
C -3.082 -1.109 1.187
O -3.752 -0.896 2.139
C -2.567 -2.480 0.812
N -1.130 -2.588 0.816
C -0.335 -2.264 1.976
O -0.486 -2.715 3.059
C 0.754 -1.367 1.486
C 1.644 -0.577 2.181
C 2.533 0.205 1.429
Br 3.727 1.291 2.368
C 2.534 0.174 0.004
C 3.498 1.003 -0.820
P 2.711 2.373 -1.659
O 2.664 3.631 -0.940
O 3.378 2.480 -3.164
O 1.247 1.879 -2.260
C 1.634 -0.661 -0.650
C 0.742 -1.405 0.098
C -0.340 -2.318 -0.343
O -0.484 -2.821 -1.411
H -1.436 0.572 1.815
H -0.781 0.709 0.196
H -2.013 1.888 0.766
H -4.354 1.280 0.757
H -3.693 1.452 -0.866
H -4.727 0.048 -0.489
H -3.021 -3.213 1.478
H -2.905 -2.695 -0.206
H 1.659 -0.560 3.263
H 4.009 0.357 -1.538
H 4.246 1.511 -0.207
H 2.760 1.942 -3.664
H 0.640 2.643 -2.218
H 1.618 -0.734 -1.732
Mg 1.524 1.418 -4.604

---

# 5
42
Properties=species:S:1:pos:R:3 method="wB97M-V/def2-TZVPD" homo_ha="-0.678 / -0.678" charge=+3 orbital_gap_ha="0.216 / 0.266" energy_ha=-5062.5388 fmax_ha_per_bohr=0.0125 s_squared=6.066 multiplicity=5
Mn 0.301 -0.252 0.658
O 1.676 3.410 1.929
C 1.022 2.354 1.601
O 1.386 1.186 1.784
C -0.318 2.583 0.994
C -0.927 3.802 0.791
C -2.247 3.799 0.349
C -2.916 2.586 0.204
C -2.222 1.413 0.426
N -0.931 1.419 0.756
C -2.748 0.003 0.398
O -4.013 -0.271 0.338
O -1.922 -0.889 0.478
H 2.536 3.242 2.360
H -0.388 4.720 0.986
H -2.760 4.732 0.153
H -3.962 2.575 -0.076
H -4.631 0.476 0.316
N -0.108 -1.932 2.284
N 0.977 -2.821 2.306
C 2.016 -2.579 1.504
N 3.079 -3.337 1.497
N 1.827 -1.483 0.726
N 2.839 -0.885 -0.005
O 2.450 0.186 -0.461
O 3.916 -1.382 -0.145
H -0.282 -1.608 3.234
H -0.942 -2.416 1.954
H 0.938 -3.645 2.888
H 3.163 -4.142 2.105
H 3.855 -3.122 0.887
Br -0.409 -3.219 -0.965
C -0.244 -1.688 -2.054
C -0.386 -1.834 -3.419
C -0.178 -0.725 -4.224
C 0.177 0.485 -3.642
C 0.286 0.549 -2.275
N 0.063 -0.519 -1.480
H -0.638 -2.798 -3.835
H -0.281 -0.809 -5.298
H 0.377 1.364 -4.239
H 0.568 1.472 -1.786

---

# 6
33
Properties=species:S:1:pos:R:3 method="wB97M-V/def2-TZVPD" homo_ha="-0.570 / -0.569" charge=+2 orbital_gap_ha="0.304 / 0.178" energy_ha=-3461.3377 fmax_ha_per_bohr=0.0980 s_squared=6.049 multiplicity=5
C 0.883 3.151 1.504
C 2.938 0.876 0.067
H 1.194 4.014 0.887
H 1.752 2.951 2.175
H 0.027 3.406 2.153
H 3.239 0.630 -0.978
H 3.428 1.845 0.304
H 3.303 0.162 0.824
C -2.236 1.688 0.097
C -3.508 1.442 -0.433
C -3.736 0.262 -1.140
C -2.679 -0.629 -1.261
H -2.020 2.627 0.612
H -4.297 2.183 -0.304
H -4.704 0.037 -1.589
H -2.786 -1.553 -1.822
N -1.233 0.795 -0.004
C -1.429 -0.365 -0.667
C -0.307 -1.326 -0.742
N 0.896 -0.933 -0.275
C 1.895 -1.825 -0.229
C 0.580 -3.531 -1.287
C 1.789 -3.125 -0.735
H 2.842 -1.531 0.205
H 2.663 -3.764 -0.678
C -0.480 -2.626 -1.273
H -1.458 -2.902 -1.650
H 0.465 -4.523 -1.719
Ru 1.028 1.376 0.524
I 0.995 2.602 -1.746
Se -0.189 -1.520 4.087
C 0.360 -0.346 2.941
N 0.786 0.453 2.152

---

# 7
34
Properties=species:S:1:pos:R:3 method="wB97M-V/def2-TZVPD" homo_ha=-0.319 smiles="CC(=O)c1cccc(/N=C2/NC(=O)C(CO)(CO)S2)c1" e_above_lowest_kcal_mol=22.3 orbital_gap_ha=0.325 energy_ha=-1312.4641 fmax_ha_per_bohr=0.0175
C -5.228 -1.938 -0.590
C -5.178 -0.440 -0.423
O -6.155 0.252 -0.599
C -3.872 0.155 -0.027
C -3.821 1.536 0.175
C -2.643 2.146 0.558
C -1.493 1.398 0.733
C -1.523 0.019 0.522
N -0.441 -0.819 0.713
C 0.779 -0.548 0.604
N 1.736 -1.496 0.878
C 3.058 -1.211 0.699
O 3.961 -1.928 1.038
C 3.225 0.124 -0.012
C 3.512 -0.124 -1.519
O 4.774 -0.648 -1.761
C 4.350 0.931 0.644
O 4.871 1.863 -0.276
S 1.606 0.957 0.098
C -2.719 -0.598 0.156
H -6.240 -2.235 -0.855
H -4.545 -2.249 -1.377
H -4.939 -2.428 0.337
H -4.726 2.108 0.032
H -2.616 3.213 0.723
H -0.578 1.874 1.051
H 1.447 -2.385 1.263
H 2.788 -0.850 -1.903
H 3.364 0.832 -2.038
H 5.425 0.031 -1.544
H 5.126 0.217 0.958
H 3.954 1.432 1.537
H 5.445 2.477 0.192
H -2.707 -1.666 0.011

---

# 8
42
Properties=species:S:1:pos:R:3 method="wB97M-V/def2-TZVPD" homo_ha=-0.114 e_above_lowest_kcal_mol=0.0 charge=-2 orbital_gap_ha=0.289 energy_ha=-2200.8377 fmax_ha_per_bohr=0.0113
Tl -1.428 -1.665 -0.349
N 3.061 -1.052 2.904
C 1.800 -1.368 2.135
C 1.266 -2.722 2.566
P 2.320 -1.263 0.339
O 2.499 -2.765 -0.137
O 3.682 -0.622 0.437
O 1.213 -0.583 -0.422
P 0.648 -0.001 2.703
O 1.124 1.265 1.835
O 1.116 0.250 4.114
O -0.742 -0.425 2.380
H 3.476 -1.896 3.290
H 2.746 -0.396 3.651
H 3.684 -0.649 2.158
H 2.038 -3.492 2.463
H 0.441 -3.019 1.921
H 0.903 -2.692 3.596
H 1.627 -3.231 -0.359
H 1.123 1.011 0.887
O -5.315 -0.011 -2.746
C -4.243 -0.332 -2.200
O -3.861 -1.448 -1.792
C -3.280 0.853 -1.990
C -3.847 2.104 -1.606
C -3.033 3.165 -1.380
C -1.634 3.022 -1.570
C -0.713 4.073 -1.365
C 0.625 3.868 -1.557
C 1.096 2.601 -1.961
C 0.223 1.572 -2.175
C -1.164 1.759 -1.984
N -1.995 0.689 -2.171
H -4.921 2.158 -1.507
H -3.428 4.122 -1.052
H -1.085 5.037 -1.034
H 1.331 4.670 -1.373
H 2.160 2.433 -2.066
H 0.569 0.581 -2.430
O -0.218 -6.370 -0.883
C -0.029 -5.195 -0.719
N 0.164 -4.037 -0.551

---

# 9
36
Properties=species:S:1:pos:R:3 method="wB97M-V/def2-TZVPD" homo_ha=-0.138 e_above_lowest_kcal_mol=0.0 charge=-1 orbital_gap_ha=0.242 energy_ha=-1078.4741 fmax_ha_per_bohr=0.0373
O -2.696 -1.485 -2.655
N -2.095 -0.643 -3.362
C -1.340 0.387 -2.725
C -1.373 0.405 -1.215
N -0.753 1.659 -0.807
N -0.592 2.005 0.489
N 0.204 3.043 0.514
N 0.567 3.405 -0.734
C -0.041 2.534 -1.576
C -0.026 2.389 -2.981
C -0.788 1.370 -3.533
O -2.149 -0.665 -4.617
H -2.438 0.449 -0.907
H 0.594 3.102 -3.515
H -0.966 1.298 -4.609
C 1.695 -0.282 3.255
C 0.971 -0.899 2.058
C 1.086 -2.425 2.147
C -0.491 -0.464 2.067
C -1.302 -0.945 0.890
O -2.401 -1.460 1.012
C -0.674 -0.743 -0.502
C 0.843 -0.465 -0.543
O 1.417 -0.319 -1.610
C 1.625 -0.372 0.771
H 1.590 0.809 3.257
H 1.276 -0.674 4.186
H 2.762 -0.527 3.217
H 0.555 -2.945 1.342
H 2.145 -2.714 2.112
H 0.682 -2.772 3.108
H -0.983 -0.825 2.977
H -0.517 0.635 2.047
H -0.824 -1.666 -1.089
H 1.862 0.700 0.915
H 2.576 -0.902 0.614

---

# 10
55
Properties=species:S:1:pos:R:3 method="wB97M-V/def2-TZVPD" homo_ha=-0.357 orbital_gap_ha=0.312 energy_ha=-11892.5797 fmax_ha_per_bohr=0.2397
C -3.189 -1.388 -3.520
C -2.221 -0.100 -3.892
C -2.160 1.018 -2.694
C -0.981 0.779 -1.579
B -0.873 2.307 -0.897
O -2.148 2.936 -0.402
O 0.377 3.087 -0.794
O 0.309 0.202 -2.002
C 0.271 -1.268 -1.788
O 1.161 -2.197 -2.187
O -0.993 -1.548 -1.047
C -1.279 -0.270 -0.314
Br 0.178 -0.219 1.114
O -2.691 -0.120 0.172
C -2.623 0.343 1.594
N -2.692 1.128 2.649
H -3.595 -1.384 -2.422
H -2.636 -2.421 -3.716
H -4.144 -1.388 -4.234
H -2.753 0.435 -4.817
H -1.155 -0.425 -4.307
H -3.186 1.115 -2.096
H -1.966 2.096 -3.167
H -2.311 3.690 -1.072
H 0.580 3.448 -1.728
C 3.050 -4.423 -4.169
Cl 2.528 -4.437 -5.863
Cl 3.537 -6.047 -3.655
Cl 4.377 -3.272 -3.937
H 2.206 -4.105 -3.552
C 4.210 -0.642 -0.077
Cl 2.980 0.568 -0.481
Cl 5.130 -1.101 -1.521
Cl 5.295 -0.030 1.183
H 3.705 -1.532 0.307
C -3.911 3.189 5.328
Cl -4.241 4.819 4.716
Cl -2.842 3.259 6.739
Cl -5.423 2.359 5.734
H -3.408 2.621 4.542
C -4.231 -1.407 4.760
Cl -3.154 -0.967 3.424
Cl -5.128 -2.886 4.374
Cl -3.311 -1.611 6.260
H -4.950 -0.596 4.904
C 8.036 -3.200 -3.075
Cl 7.789 -4.487 -1.883
Cl 8.429 -1.672 -2.269
Cl 9.315 -3.648 -4.217
H 7.107 -3.066 -3.635
C 0.821 4.427 5.859
Cl -0.379 3.431 5.018
Cl 1.273 5.826 4.870
Cl 0.199 4.953 7.433
H 1.715 3.821 6.028

---

# 11
73
Properties=species:S:1:pos:R:3 method="wB97M-V/def2-TZVPD" homo_ha=-0.281 e_above_lowest_kcal_mol=0.0 charge=-1 orbital_gap_ha=0.320 energy_ha=-11464.0916 fmax_ha_per_bohr=0.0365
Na -3.855 -0.504 -3.269
Mg -1.257 -2.239 0.540
C -0.786 -4.235 -3.549
F -1.290 -4.051 -4.791
F -0.383 -5.454 -3.391
F 0.259 -3.426 -3.409
S -2.054 -3.770 -2.291
O -2.956 -4.869 -2.227
O -1.377 -3.544 -1.019
O -2.592 -2.517 -2.794
C 0.268 1.538 -1.154
F -0.617 2.359 -0.575
F 0.850 2.193 -2.172
F 1.189 1.237 -0.241
S -0.514 -0.011 -1.759
O 0.439 -0.673 -2.589
O -0.778 -0.700 -0.510
O -1.690 0.440 -2.462
C 3.073 -3.284 1.463
F 2.810 -2.994 2.714
F 3.576 -2.183 0.867
F 3.978 -4.235 1.400
S 1.547 -3.861 0.589
O 1.951 -3.976 -0.786
O 1.218 -5.075 1.244
O 0.548 -2.789 0.795
C -5.626 -1.460 1.301
F -5.151 -1.990 2.443
F -6.880 -1.852 1.114
F -5.621 -0.119 1.425
S -4.564 -1.975 -0.131
O -3.184 -1.823 0.331
O -4.940 -3.310 -0.397
O -4.889 -1.011 -1.174
Cl -2.503 -0.963 5.407
C -2.872 0.385 4.309
C -1.637 0.811 3.546
Cl -1.068 -0.458 2.434
H -3.355 1.203 4.833
H -3.604 0.014 3.590
H -0.819 1.048 4.228
H -1.764 1.698 2.928
Cl -4.781 3.502 2.663
C -4.905 3.649 0.893
C -3.619 3.253 0.234
Cl -3.455 1.486 0.175
H -5.099 4.705 0.684
H -5.786 3.133 0.526
H -2.779 3.634 0.810
H -3.512 3.696 -0.755
Cl 5.462 0.160 3.547
C 4.303 1.372 2.964
C 2.942 0.791 2.739
Cl 2.223 0.146 4.245
H 4.676 1.763 2.020
H 4.233 2.171 3.697
H 2.946 -0.036 2.039
H 2.271 1.563 2.369
C 3.242 2.760 -4.580
Cl 3.813 4.255 -3.804
Cl 4.594 1.879 -5.228
Cl 2.089 3.169 -5.869
H 2.713 2.181 -3.836
C 3.974 -1.598 -2.185
Cl 4.107 -1.235 -3.885
Cl 4.202 -0.106 -1.214
Cl 5.140 -2.837 -1.678
H 2.970 -1.931 -1.940
C 4.856 4.959 -0.302
Cl 5.003 5.675 1.293
Cl 5.720 3.430 -0.343
Cl 5.547 6.042 -1.514
H 3.830 4.792 -0.578